Here is C3H4N2O2S2 in the gas phase in a non-equilibrium geometry from the Open Molecules 2025 dataset. Energies are from wB97M-V/def2-TZVPD.

Each line ends with the Löwdin charge.
Cartesian coordinates (Å):
C 1.971918 0.431260 0.229501  -0.3496
S 0.608844 -0.459225 1.070275  0.9129
C -0.860087 -0.029418 0.034430  -0.7334
O -0.755195 0.741377 -0.879403  0.0526
N -1.842970 -0.873528 0.498709  0.0595
N -3.021760 -0.921496 0.093414  0.1025
C -4.134523 -0.299726 -0.193727  -0.9532
O -5.000525 -0.947372 -1.007236  -0.0316
S -4.648440 0.931111 0.768736  0.6990
H 2.374902 1.163824 0.861113  0.0112
H 1.590806 0.888931 -0.794227  0.1026
H 2.708863 -0.227824 0.199549  -0.0390
H -5.974473 -0.566908 -0.859837  0.1666

Atomic forces in eV per Å
C -4.6 2.6 -1.7
S -0.9 0.3 -0.7
C 4.0 1.8 -0.4
O -1.3 -0.5 0.1
N -3.1 -2.0 -0.2
N 2.3 -0.4 1.2
C -2.4 0.5 -0.3
O -1.6 0.7 0.1
S 0.2 0.5 0.2
H 0.0 1.6 0.9
H 1.0 -1.2 2.2
H 3.1 -3.2 -1.1
H 3.3 -0.8 -0.2

For the total energy, the calculation gives -31917.4996 eV.